[1]
{"formula": "C19H14BrClN4O2S", "method": "the ωB97M-V functional and the def2-TZVPD basis", "elements": ["H", "N", "H", "C", "H", "C", "C", "N", "H", "H", "H", "H", "C", "C", "O", "O", "C", "H", "C", "C", "C", "C", "C", "C", "H", "C", "Cl", "C", "S", "H", "C", "C", "H", "N", "C", "H", "H", "C", "N", "H", "Br", "C"], "positions_angstrom": [[-2.6762, -2.9280, -6.5104], [1.0371, 2.3264, 3.0107], [3.1490, 5.4283, 0.3306], [-2.0721, -1.2623, 3.9814], [1.9454, 1.5625, -1.5615], [1.3321, -0.6107, -2.8177], [-1.9917, -2.2443, -5.9841], [2.2884, 3.6022, -0.1768], [-2.5523, -1.3572, -5.6620], [-2.3937, -1.5412, -2.3240], [-2.0029, -2.3479, 5.8260], [2.3620, -0.3227, -2.9641], [-1.3566, -1.2364, -2.4575], [0.6194, 0.0059, -1.7841], [-0.3193, -4.0610, -4.9366], [-2.4900, -3.7134, -3.8195], [-1.5242, -1.6223, 5.1809], [0.1234, -1.2762, 6.5661], [1.1308, 1.4373, 0.2813], [-0.3396, -1.0186, 5.6100], [-0.7382, -0.2933, -1.6397], [0.7091, -1.5089, -3.6700], [2.6545, 4.5511, 0.6464], [-0.2353, 0.3242, 3.5793], [-1.8300, -0.0660, 2.1715], [0.4791, 1.1862, 2.6450], [1.6927, 0.7652, 5.5327], [0.2675, -0.0249, 4.8394], [-1.3782, -3.0987, -4.5300], [-1.2808, 0.2677, -0.8811], [-1.4170, -0.2938, 3.1791], [0.5569, 0.6972, 1.2617], [0.1559, -0.2719, 0.9789], [1.6905, 2.6672, 0.6379], [1.6767, 3.0688, 1.9690], [-2.9590, -1.7400, 3.6113], [1.2870, -1.9235, -4.4885], [-0.6080, -1.8512, -3.4864], [1.2855, 1.0022, -1.0265], [-1.2083, -1.9831, -6.6729], [2.6295, 5.4069, 3.5305], [2.3010, 4.2985, 2.0238]], "nbo_charge": [0.264, -0.412, 0.217, -0.205, 0.426, -0.242, -0.868, -0.292, 0.244, 0.248, 0.223, 0.221, -0.149, 0.186, -0.936, -0.931, -0.194, 0.234, 0.437, -0.228, -0.257, -0.111, -0.005, -0.138, 0.219, 0.277, 0.014, 0.034, 2.127, 0.230, -0.171, -0.394, 0.240, -0.195, 0.281, 0.220, 0.238, -0.373, -0.596, 0.250, 0.103, -0.234], "smiles": "CS(=O)(=O)c1ccc(Nc2cc(-c3ccccc3Cl)nc3c(Br)cnn23)cc1", "relative_energy_kj_mol": 0.0, "e_lumo_ha": -0.0084}


[2]
{"formula": "C47H100F3N13O13PSi", "method": "the ωB97M-V functional and the def2-TZVPD basis", "elements": ["H", "H", "H", "H", "H", "H", "H", "H", "P", "O", "H", "C", "C", "H", "H", "C", "C", "C", "H", "C", "C", "H", "C", "C", "H", "H", "N", "H", "H", "O", "H", "O", "C", "C", "H", "H", "H", "H", "C", "H", "C", "C", "C", "H", "H", "H", "C", "H", "O", "H", "H", "H", "H", "H", "C", "H", "C", "N", "N", "C", "H", "C", "H", "H", "C", "H", "C", "H", "H", "C", "C", "O", "N", "O", "H", "C", "H", "H", "H", "H", "C", "H", "H", "H", "O", "H", "H", "N", "H", "N", "N", "H", "H", "H", "C", "H", "H", "H", "H", "H", "H", "H", "H", "H", "F", "H", "H", "H", "H", "O", "H", "H", "H", "H", "C", "C", "N", "H", "C", "H", "H", "C", "H", "H", "H", "C", "C", "H", "C", "H", "C", "H", "O", "H", "H", "C", "C", "C", "F", "N", "C", "C", "O", "H", "O", "N", "H", "H", "H", "H", "H", "H", "H", "H", "C", "H", "C", "C", "N", "H", "O", "F", "H", "H", "O", "C", "H", "C", "H", "N", "C", "N", "Si", "H", "C", "H", "H", "H"], "positions_angstrom": [[-5.0047, 2.4351, 3.9786], [0.7503, -6.0321, -8.4861], [6.1327, -1.9868, 0.8663], [-5.7340, 2.1269, 2.4131], [2.4391, -0.3883, 3.0710], [-1.4755, 6.6962, 1.4031], [2.4550, 1.7766, -0.4957], [2.9513, 3.7359, 0.3321], [0.1739, -1.2969, -1.0749], [6.9195, -2.2712, 2.7632], [-0.2472, -5.3249, -4.9984], [-0.8823, 0.1317, 2.2615], [-4.8197, 2.4636, 2.9051], [2.5700, -6.4503, 8.7414], [5.1429, -0.0259, -6.5656], [-0.9892, 0.8511, -3.3598], [1.1093, 1.4814, 1.2198], [-2.1382, -5.8652, -5.2995], [2.2774, -1.2384, -1.7800], [3.5924, 1.9259, 1.2994], [5.0447, -2.0857, -0.7998], [5.5955, 1.3909, -5.5900], [-1.2815, 9.0319, -0.9753], [2.7482, -4.2792, 5.7498], [7.7636, -3.6034, -0.0398], [-3.8813, -4.9301, -4.4452], [-1.3631, 1.7967, -2.3461], [-3.1496, 1.4719, -1.3858], [-1.4713, -1.5817, 1.1804], [0.1474, 0.6957, -3.7127], [-2.0827, -8.6263, -8.6290], [-8.0959, 2.1637, 2.4373], [0.1973, 0.2589, 1.1298], [-2.7999, 8.3558, 1.4568], [1.7488, -6.1604, -9.9432], [-4.2057, -6.2329, -5.5966], [7.9642, -2.2434, 5.0380], [-10.3174, 1.3576, 2.6525], [2.7091, 1.5725, -6.1258], [2.1859, -0.7542, 4.8001], [-3.0471, -1.3683, 2.5655], [-0.7776, 4.2072, -1.8061], [1.5058, -4.2833, 6.6100], [2.6284, 0.2285, 0.3461], [-12.2158, 2.9574, 2.8464], [6.0339, 0.8555, 4.9908], [3.5463, 3.4843, 1.2086], [2.7827, -5.1654, 5.1156], [0.6597, -3.3989, 6.5419], [8.2299, -1.9479, -0.4475], [-5.1223, -0.4185, 2.4457], [1.1216, -3.0394, 3.5259], [-2.2516, -6.9211, -10.4391], [5.5325, -0.3870, 2.3047], [0.9076, -6.5916, -9.4093], [4.0602, -2.2540, -2.6806], [1.7888, -0.2248, 3.9324], [2.9811, 0.7041, -4.9983], [-2.1572, 1.2798, -1.3351], [5.0470, -2.4368, -2.2668], [4.4888, 0.8792, 4.1238], [-2.1440, 0.1092, -4.0036], [3.5959, 1.7100, -6.7349], [0.1806, -2.8019, 2.0474], [-9.0866, 2.8152, 2.1134], [-1.8582, 4.3353, -1.7561], [-1.6972, 0.4962, -0.3472], [-3.0185, -1.0122, 3.5917], [5.2998, -3.4880, -2.4102], [6.7257, -1.3602, 3.5624], [-0.9768, 7.7800, -0.1884], [0.8101, 2.4542, -1.7636], [5.9272, -0.3155, 3.2321], [-0.2657, -6.0221, -11.4154], [1.7854, 0.8418, 4.1755], [7.4698, -2.7148, -0.5988], [-1.6874, -1.5018, 5.3417], [2.7322, -3.3974, 5.1166], [-2.5516, 8.6722, 2.4707], [2.3713, 2.5478, -5.7699], [-0.8420, -0.8149, 5.3120], [-3.0930, 0.3264, -3.5171], [-1.4376, -2.5050, -1.6413], [-2.3050, 9.0125, -1.3514], [-1.0897, -1.7060, -2.0596], [-12.1288, 2.2801, 1.2138], [-2.3747, -3.2134, -4.9058], [6.1895, -2.2373, -0.1132], [-3.1964, 0.7834, 0.8548], [-0.3839, 0.2181, -0.2701], [1.4068, -0.8037, -2.0974], [-0.5995, 9.0826, -1.8182], [4.5503, 1.5274, 0.9549], [0.8509, -0.6175, 1.2092], [-2.6522, 1.6014, 3.4686], [-3.6782, -4.6512, -6.1910], [3.6448, -4.2454, 6.3691], [-0.1288, -1.2122, 6.0382], [-0.7566, -2.9673, -5.5877], [2.2255, 0.5064, -4.3626], [-9.5102, 4.9246, 2.1796], [-0.5958, 2.0078, 3.2906], [5.7582, -1.8132, -2.8070], [3.4914, 1.6278, 2.3423], [-3.3159, 4.0477, 1.8972], [1.7096, -7.3721, 7.4997], [-2.9611, 9.2365, 0.8452], [-2.2102, 0.4734, -5.0300], [0.8919, 4.8071, 2.7004], [-0.0820, 7.0156, -0.5258], [-0.9511, -3.2394, -3.8541], [3.7872, 4.6624, 2.9831], [1.5595, 0.2049, -2.0592], [-2.8818, -2.4444, 2.6030], [-1.3623, 1.5363, 2.6723], [1.8033, 5.1267, 2.1901], [-10.3211, 2.2888, 2.2656], [2.6094, 3.3924, 3.1862], [2.2389, -6.4404, 7.7024], [-2.7592, 0.8311, 4.2305], [-3.7235, 7.7799, 1.4930], [-3.5667, -5.3806, -5.3874], [-1.9423, -0.9561, -4.0303], [0.5621, 2.3500, 0.8432], [3.1091, -6.3850, 7.0581], [2.9673, 4.1461, 2.4844], [5.3414, 0.3310, -5.5546], [-2.4701, -7.0344, -7.9642], [-1.7150, -7.6072, -8.4986], [-1.1226, 0.1789, 5.6656], [-1.3326, -3.5080, -4.8343], [4.5645, 3.8208, 1.0142], [-3.7678, 1.5926, 2.5611], [6.5941, -1.3445, 5.7078], [-0.8121, -7.6332, -7.9015], [-0.3130, -6.5101, -10.2979], [0.1788, -2.6657, 3.1300], [-11.6030, 2.8927, 1.9468], [-5.4711, 4.3610, 1.5889], [1.3538, -5.3107, 7.4775], [-8.9929, 4.2085, 1.5405], [4.1461, 0.0984, -4.6614], [-1.8432, -7.0381, -5.4550], [-2.6562, 2.5521, 4.0124], [-4.9140, -1.9819, 1.2122], [-1.1767, -4.9375, -5.0426], [-7.9497, 4.4835, 1.4833], [7.9991, -0.4744, 5.0495], [-9.4216, 4.2431, 0.5384], [6.1862, -0.2176, -5.1500], [0.5075, -5.2544, 8.0225], [7.4197, -2.9588, -1.6544], [-1.4961, 2.1967, 1.8106], [-0.6187, -3.2394, 3.6024], [-0.3333, 2.7694, -1.9262], [1.9198, 1.1417, -6.7445], [-4.4826, -1.2301, 2.0515], [5.5725, 0.8595, 4.0088], [-1.4768, -7.0023, -9.8000], [5.8916, 1.7481, 3.4622], [4.0297, -1.6695, -0.2299], [-4.5738, 4.7448, 3.5440], [1.1392, -7.6288, -9.1655], [1.3431, 1.7189, 2.2536], [4.2121, -0.6086, -3.6627], [7.3588, -1.3488, 4.9302], [-1.1418, 9.9192, -0.3574], [-1.9791, -0.7345, 1.6409], [-0.4516, 4.6755, -2.7403], [-1.7249, 7.5423, 0.9160], [-4.5452, 3.9061, 2.4502], [-2.6185, 0.0017, 0.5217], [0.0378, -0.8528, 3.6553], [-0.2420, 4.7160, -1.0104], [2.4581, 1.2990, 0.4827], [2.0596, 6.1301, 2.5274], [1.5682, 5.1998, 1.1297], [-11.4707, 3.8893, 1.5405]], "mulliken_charge": [0.470, 0.261, -0.022, 0.296, 0.179, 0.118, 0.199, 0.324, -0.256, -0.713, 0.233, 2.357, -0.905, 0.291, 0.401, 0.394, 0.504, 0.738, -0.071, 0.212, 0.948, 0.401, -1.539, -1.026, 0.280, 0.458, 0.229, 0.269, 1.522, -0.444, 0.242, -0.588, -3.899, -0.938, 0.286, 0.322, 0.330, 0.238, -0.999, 0.665, -1.034, -1.214, 0.810, 0.221, 0.290, 0.474, -1.182, 0.365, -0.569, 0.305, 0.382, 0.267, 0.215, -0.154, -1.096, 0.186, -1.183, 0.066, 0.036, -1.343, 0.041, -1.043, 0.445, 0.401, 0.800, 0.344, -0.636, 0.042, 0.433, 1.039, 0.967, -0.341, 0.112, -0.648, 0.331, -1.091, 0.368, -0.052, 0.327, 0.258, -1.446, 0.313, 0.386, 0.387, -0.431, 0.292, 0.273, 0.133, 0.272, 1.502, 0.237, 0.313, 0.653, 2.161, -1.868, 0.356, 0.457, 0.509, 0.269, 0.147, 0.367, 0.685, 0.324, -0.661, -0.188, 0.292, 0.383, 0.510, 0.149, -0.614, 0.225, 0.645, 0.029, 0.586, -0.551, -1.114, -0.206, 0.034, -0.881, 0.288, 0.251, -1.381, 0.012, -0.002, 0.337, -0.269, -1.616, 0.142, -0.663, 0.394, -0.803, 0.491, -0.450, 0.353, 0.316, 0.732, -1.091, -0.873, -0.289, -0.203, -0.984, 0.866, -0.647, 0.753, -0.510, -0.047, -0.019, 0.376, 0.366, 0.292, 0.249, 0.448, 0.325, 0.342, 0.448, 0.270, -0.249, -0.730, -0.138, 0.247, -0.405, -0.330, 0.343, -0.067, -0.450, -1.460, 0.404, -0.871, 0.396, -0.043, 1.017, 0.161, 0.153, 0.183, -0.902, 0.372, 0.207, 0.330], "total_charge": 1, "e_lumo_ha": -0.0821}


[3]
{"formula": "C19H20ClN3O2", "method": "the ωB97M-V functional and the def2-TZVPD basis", "elements": ["H", "H", "H", "C", "H", "C", "H", "C", "H", "C", "C", "O", "H", "H", "C", "C", "C", "H", "H", "C", "N", "H", "H", "Cl", "H", "H", "C", "N", "C", "H", "C", "H", "H", "N", "O", "H", "C", "H", "H", "C", "C", "C", "C", "C", "C"], "positions_angstrom": [[-4.0483, 1.9022, 1.5199], [6.6919, -0.5499, 1.6518], [6.5783, 0.8687, 0.6093], [-3.4100, 1.6246, -1.4437], [-5.2070, 0.7164, 2.1432], [4.7311, -1.5614, 0.2054], [-3.1264, 1.4083, -2.4782], [-4.1345, -1.2563, 0.5632], [5.6039, -2.1960, 0.2666], [-3.4809, -1.7666, -0.5756], [-2.2414, 3.5765, -0.1421], [1.8658, 2.8079, 0.9665], [-3.5014, -3.8225, -0.0747], [-3.5887, -3.4867, -1.8150], [-0.9348, 3.6942, 0.3800], [-3.1382, -3.1810, -0.8730], [4.7816, -0.2740, 0.7169], [5.8080, 0.8878, 2.1914], [-2.0597, -3.2976, -0.9626], [2.4597, -1.2396, -0.4613], [-3.1964, -0.7682, -1.3929], [0.5616, 0.3562, -0.5261], [-4.3161, 2.2349, -1.4280], [-4.7149, -2.1420, 1.9155], [4.3773, -3.6233, -1.6009], [-3.0258, 4.3033, -0.0861], [-0.2912, 2.5249, 0.0684], [1.3307, 0.8229, -0.0618], [3.5429, -3.4562, -0.9218], [3.6306, -4.1724, -0.1051], [6.0385, 0.2593, 1.3345], [1.5501, -1.6074, -0.9172], [3.6807, 1.5394, 1.0301], [-3.6520, 0.3477, -0.8221], [-1.1280, 1.7098, -0.6180], [2.6150, -3.6516, -1.4533], [-4.8059, 1.1701, 1.2411], [-5.6110, 1.6914, 0.7232], [-0.5153, 4.5184, 0.9178], [3.5741, -2.0561, -0.3868], [-4.2247, 0.1118, 0.3811], [2.4948, 0.0574, 0.0488], [1.0843, 2.0865, 0.3790], [3.6569, 0.5372, 0.6364], [-2.3049, 2.3509, -0.7437]], "nbo_charge": [0.234, 0.213, 0.222, -0.258, 0.245, -0.238, 0.252, -0.160, 0.202, 0.125, -0.311, -0.595, 0.228, 0.230, -0.232, -0.640, 0.005, 0.220, 0.226, -0.259, -0.276, 0.413, 0.226, 0.014, 0.219, 0.233, 0.163, -0.586, -0.625, 0.221, -0.627, 0.201, 0.242, -0.152, -0.406, 0.212, -0.655, 0.223, 0.245, 0.011, 0.145, 0.161, 0.629, -0.224, 0.284], "smiles": "Cc1cc(C)cc(NC(=O)c2ccc(Cn3nc(C)c(Cl)c3C)o2)c1", "relative_energy_kj_mol": 159.3, "e_lumo_ha": 0.0198}